# 1
225
Properties=species:S:1:pos:R:3 method="wB97M-V/def2-TZVPD" molar_mass_g_mol=1108.90 total_charge=-1 fmax_ev_per_a=5.47 spin_multiplicity=2 homo_ev="-0.3 / -7.4"
C -0.939 -3.993 -1.659
C 0.372 -4.786 -1.449
C 0.335 -5.980 -2.415
C 1.532 -6.885 -2.421
C 1.419 -8.124 -3.286
C 1.317 -7.777 -4.786
H -1.017 -3.267 -0.850
H -1.790 -4.650 -1.483
H -1.105 -3.498 -2.616
H 1.281 -4.258 -1.738
H 0.528 -5.144 -0.431
H 0.067 -5.617 -3.408
H -0.579 -6.573 -2.372
H 2.446 -6.312 -2.576
H 1.542 -7.175 -1.370
H 2.333 -8.686 -3.092
H 0.608 -8.786 -2.982
H 2.165 -7.153 -5.067
H 1.394 -8.688 -5.379
H 0.350 -7.346 -5.047
C 8.492 -4.112 -0.140
C 7.712 -3.414 -1.319
C 7.874 -1.860 -1.321
C 7.211 -1.103 -2.546
C 5.687 -0.890 -2.434
C 5.185 -0.572 -3.891
H 8.354 -3.646 0.836
H 9.563 -4.130 -0.341
H 8.097 -5.121 -0.016
H 8.083 -3.853 -2.245
H 6.667 -3.707 -1.215
H 8.956 -1.759 -1.410
H 7.575 -1.406 -0.376
H 7.736 -0.148 -2.509
H 7.598 -1.496 -3.486
H 5.163 -1.749 -2.014
H 5.452 -0.054 -1.774
H 5.503 0.379 -4.319
H 5.548 -1.402 -4.496
H 4.109 -0.547 -3.722
C -2.691 -4.192 5.747
C -3.440 -4.756 4.485
C -4.735 -3.939 4.216
C -4.485 -2.598 3.486
C -4.535 -2.602 1.893
C -3.824 -1.349 1.181
H -1.822 -4.760 6.079
H -3.387 -4.184 6.585
H -2.427 -3.140 5.642
H -2.770 -4.647 3.633
H -3.802 -5.777 4.605
H -5.278 -3.797 5.150
H -5.400 -4.502 3.561
H -5.192 -1.917 3.960
H -3.496 -2.238 3.769
H -4.151 -3.554 1.528
H -5.567 -2.750 1.575
H -4.213 -0.379 1.492
H -2.750 -1.267 1.346
H -3.919 -1.568 0.118
C -1.300 -1.510 11.455
C -1.422 -1.012 9.995
C -0.399 -0.038 9.430
C -0.577 0.502 8.023
C -1.074 -0.464 7.011
C -1.174 0.109 5.573
H -1.946 -2.353 11.701
H -1.414 -0.727 12.205
H -0.268 -1.737 11.725
H -1.658 -1.906 9.418
H -2.351 -0.445 9.942
H 0.597 -0.480 9.435
H -0.319 0.819 10.099
H -1.308 1.304 8.122
H 0.248 1.065 7.588
H -0.452 -1.357 7.075
H -2.036 -0.945 7.189
H -1.798 0.995 5.455
H -0.176 0.439 5.282
H -1.508 -0.659 4.875
C -6.633 0.641 -8.921
C -5.602 0.091 -7.803
C -4.266 0.838 -7.987
C -3.184 0.730 -6.865
C -2.249 -0.423 -6.935
C -1.517 -0.906 -5.709
H -7.478 -0.040 -8.829
H -6.284 0.678 -9.953
H -6.917 1.672 -8.712
H -6.146 0.206 -6.865
H -5.513 -0.970 -8.034
H -4.533 1.882 -8.151
H -3.919 0.540 -8.977
H -2.519 1.591 -6.931
H -3.569 0.860 -5.854
H -2.770 -1.300 -7.320
H -1.437 -0.237 -7.639
H -1.020 -1.873 -5.788
H -0.758 -0.163 -5.464
H -2.149 -0.837 -4.823
C 4.150 -5.586 0.371
C 4.047 -5.718 1.891
C 2.660 -5.508 2.586
C 2.107 -4.030 2.508
C 0.635 -3.918 2.898
C 0.089 -2.474 2.787
H 4.078 -4.609 -0.108
H 3.454 -6.196 -0.204
H 5.149 -5.858 0.030
H 4.346 -6.727 2.172
H 4.807 -5.018 2.238
H 2.715 -5.762 3.645
H 1.932 -6.190 2.147
H 2.647 -3.378 3.194
H 2.361 -3.652 1.518
H 0.203 -4.725 2.306
H 0.357 -4.275 3.890
H 0.326 -2.039 1.816
H -0.990 -2.408 2.931
H 0.520 -1.802 3.530
C 0.643 2.185 -5.912
C 1.648 1.062 -6.090
C 2.891 1.288 -7.003
C 3.668 0.038 -7.396
C 5.042 0.468 -7.970
C 5.830 -0.734 -8.478
H 0.307 2.721 -6.800
H 1.180 2.940 -5.339
H -0.298 1.995 -5.395
H 1.995 0.699 -5.122
H 1.041 0.283 -6.552
H 3.550 1.942 -6.433
H 2.592 1.773 -7.932
H 3.874 -0.594 -6.531
H 3.168 -0.444 -8.236
H 4.885 1.110 -8.836
H 5.623 0.939 -7.177
H 6.841 -0.416 -8.732
H 5.939 -1.452 -7.665
H 5.318 -1.234 -9.300
C 0.653 0.098 -2.334
C 0.867 0.573 -0.910
C -0.530 0.593 -0.217
C -0.316 1.096 1.287
C -1.601 1.295 2.131
C -2.491 2.269 1.430
H -0.173 0.661 -2.770
H 0.588 -0.979 -2.489
H 1.488 0.434 -2.948
H 1.588 -0.018 -0.346
H 1.224 1.603 -0.887
H -0.949 -0.413 -0.227
H -1.271 1.167 -0.773
H 0.307 0.368 1.807
H 0.201 2.055 1.322
H -2.114 0.379 2.423
H -1.302 1.685 3.104
H -3.368 2.356 2.072
H -2.212 3.323 1.419
H -2.808 2.036 0.414
C 2.864 2.359 3.111
C 1.724 2.124 4.182
O 1.935 2.683 5.488
O 2.976 3.735 2.822
H 2.700 1.671 2.281
H 3.824 1.988 3.470
H 1.544 1.051 4.252
H 0.786 2.527 3.801
H 1.161 3.226 5.654
H 3.837 3.985 3.166
C 0.882 5.145 0.268
C 1.987 6.174 0.431
O 2.450 6.600 -0.829
O -0.262 5.850 -0.209
H 0.651 4.833 1.286
H 1.007 4.352 -0.470
H 2.830 5.596 0.809
H 1.748 6.990 1.113
H 1.823 7.230 -1.191
H -0.439 6.597 0.367
O -5.759 5.816 -1.798
C -4.574 5.776 -2.230
N -3.684 4.924 -1.770
C -4.282 6.799 -3.352
H -2.727 5.245 -1.791
H -3.990 4.161 -1.182
H -5.060 6.791 -4.115
H -3.303 6.552 -3.761
H -4.112 7.788 -2.925
O -4.623 5.518 3.811
C -4.619 6.255 2.876
N -4.280 7.526 3.025
C -5.144 5.756 1.522
H -4.215 8.047 3.888
H -3.892 8.005 2.225
H -6.167 6.019 1.253
H -5.129 4.667 1.580
H -4.593 6.133 0.660
O 4.363 2.972 -4.087
C 4.074 3.510 -3.017
N 3.649 4.708 -2.817
C 3.806 2.640 -1.798
H 3.586 5.340 -3.602
H 3.316 5.009 -1.912
H 3.622 1.627 -2.156
H 2.986 3.020 -1.189
H 4.711 2.609 -1.192
O -0.286 4.034 5.681
C -1.208 4.464 5.019
N -2.412 4.596 5.584
C -0.930 4.909 3.615
H -2.559 4.076 6.438
H -3.154 5.063 5.083
H -0.900 4.035 2.965
H -0.049 5.537 3.483
H -1.789 5.501 3.298
O -7.411 1.363 4.353
C -6.356 2.041 4.404
N -6.390 3.279 3.943
C -5.013 1.445 4.766
H -5.580 3.852 3.752
H -7.174 3.436 3.327
H -4.572 0.768 4.035
H -5.188 0.803 5.629
H -4.272 2.210 4.998

# 2
73
Properties=species:S:1:pos:R:3 method="wB97M-V/def2-TZVPD" molar_mass_g_mol=577.16 total_charge=+1 fmax_ev_per_a=0.57 spin_multiplicity=1 homo_ev=-11.9
C 1.795 3.997 6.038
C 1.553 5.450 5.717
O 1.988 6.346 6.358
O 0.696 5.762 4.668
C 0.681 4.956 3.475
C -0.182 5.728 2.486
C -1.696 5.616 2.641
N -2.078 5.979 4.080
C -2.196 4.833 5.045
C -2.897 3.650 4.412
O -2.260 3.302 3.205
C -2.423 4.327 2.238
C -2.057 3.833 0.825
C -1.662 2.356 0.714
C -0.316 1.959 1.321
C 0.894 2.520 0.578
S 1.306 1.817 -1.017
O 0.435 2.390 -1.992
O 2.719 1.840 -1.175
Cl 0.783 -0.138 -0.824
H 1.531 3.295 5.252
H 2.852 3.879 6.269
H 1.227 3.750 6.936
H 1.694 4.868 3.080
H 0.278 3.964 3.687
H 0.113 5.484 1.467
H 0.076 6.783 2.623
H -2.135 6.407 2.027
H -2.975 6.464 4.048
H -1.377 6.630 4.449
H -1.193 4.548 5.349
H -2.715 5.192 5.933
H -2.795 2.803 5.089
H -3.967 3.831 4.253
H -3.496 4.576 2.226
H -1.287 4.455 0.365
H -2.944 3.965 0.204
H -2.459 1.732 1.115
H -1.617 2.145 -0.358
H -0.238 2.265 2.365
H -0.255 0.872 1.338
H 0.787 3.582 0.344
H 1.799 2.400 1.175
O -1.500 -5.459 -0.392
S -0.292 -6.106 -0.809
O 0.699 -6.425 0.172
O 0.366 -5.235 -1.968
C 0.578 -3.833 -1.698
C 1.741 -3.576 -0.763
C -0.650 -7.526 -1.776
H -0.354 -3.411 -1.316
H 0.765 -3.396 -2.678
H 1.551 -3.979 0.230
H 1.893 -2.500 -0.673
H 2.653 -4.037 -1.141
H -1.383 -7.262 -2.534
H -1.051 -8.271 -1.092
H 0.272 -7.882 -2.227
O -0.722 -6.628 -6.519
S 0.578 -6.919 -7.048
O 1.358 -7.951 -6.439
O 1.416 -5.569 -7.100
C 1.494 -4.804 -5.874
C 2.421 -5.421 -4.851
C 0.486 -7.199 -8.779
H 0.484 -4.680 -5.479
H 1.853 -3.827 -6.191
H 2.044 -6.381 -4.503
H 2.505 -4.757 -3.989
H 3.414 -5.583 -5.269
H -0.092 -6.401 -9.236
H -0.010 -8.158 -8.909
H 1.496 -7.238 -9.178

# 3
10
Properties=species:S:1:pos:R:3 method="wB97M-V/def2-TZVPD" molar_mass_g_mol=139.06 fmax_ev_per_a=2.78 e_above_lowest_kj_mol=606.79 smiles="[SiH2]=C(Cl)Cl.C#C" spin_multiplicity=1 homo_ev=-8.0
C 0.179 1.245 2.476
C -0.971 1.053 2.709
C -0.724 -2.301 -2.072
Si 0.365 -1.015 -1.378
Cl -2.421 -2.337 -1.626
Cl -0.340 -3.584 -3.101
H 1.090 1.603 1.972
H -1.933 0.946 3.161
H 1.903 -0.835 -1.773
H -0.738 -0.547 -0.444

# 4
17
Properties=species:S:1:pos:R:3 method="wB97M-V/def2-TZVPD" molar_mass_g_mol=193.56 total_charge=+1 fmax_ev_per_a=5.33 e_above_lowest_kj_mol=251.52 spin_multiplicity=3 homo_ev="-9.8 / -15.2"
C 1.180 0.127 0.977
C 1.138 0.611 -1.607
C -1.545 -0.659 1.184
N 0.621 0.045 -0.357
Si -1.509 0.166 -0.487
Cl -1.854 2.068 -0.128
Cl -1.648 -1.384 -1.938
Cl -2.991 -1.626 1.528
H 0.702 0.975 1.538
H 1.248 -0.897 1.508
H 2.319 0.300 0.914
H 2.096 0.146 -1.795
H 0.414 0.466 -2.422
H 1.399 1.689 -1.647
H -0.667 -1.353 1.363
H -1.451 0.215 1.877
H 0.550 -0.888 -0.507

# 5
17
Properties=species:S:1:pos:R:3 method="wB97M-V/def2-TZVPD" molar_mass_g_mol=148.52 fmax_ev_per_a=0.96 e_above_lowest_kj_mol=241.21 spin_multiplicity=1 homo_ev=-8.3
Na 4.329 -2.729 -0.882
Cl 0.833 -1.053 -0.629
O -1.963 2.087 0.101
H -1.389 1.391 -0.220
H -1.365 2.776 0.391
O 1.579 0.316 3.610
H 1.209 1.155 3.334
H 1.009 -0.341 3.212
O 1.253 3.673 1.030
H 2.068 4.171 0.956
H 1.305 3.022 0.330
O -1.579 -0.447 -4.093
H -0.885 -0.427 -3.434
H -1.291 -1.106 -4.725
O -2.088 -4.200 0.275
H -1.510 -3.497 -0.022
H -1.516 -4.791 0.765

Number 1: E_tot -92588.001 eV. Number 2: E_tot -88331.533 eV. Number 3: E_tot -36092.831 eV. Number 4: E_tot -50181.822 eV. Number 5: E_tot -27338.431 eV.